C33H47BMnN4O2P2 | the ωB97M-V functional and the def2-TZVPD basis

Relative energy (zero: lowest compared OMol25 entry of this formula, charge and spin), eV: 4.3351
LUMO energy (spin up / spin down), hartree: -0.0086 / -0.0160
Spin multiplicity: 6
Kohn-Sham gap (spin up / spin down), eV: 5.345 / 4.829
F_max, eV Å⁻¹: 4.56
Total energy, eV: -95604.0633
Net charge: 0

Atoms and positions in Å:
1 Mn -2.196 0.499 -0.967
2 P 0.600 -1.767 -2.686
3 P -2.588 -2.213 -0.590
4 O 1.112 3.957 2.218
5 O -0.231 5.617 1.310
6 N -2.700 -3.433 0.794
7 N 1.679 -3.165 -2.054
8 N 1.210 -1.973 -4.300
9 N -4.002 -2.906 -1.415
10 C 0.500 0.244 2.991
11 C 1.951 1.393 0.238
12 C 2.860 5.306 1.231
13 C -3.457 -4.203 2.784
14 C -4.294 -4.210 -1.849
15 C 1.678 -4.523 -2.359
16 C -0.329 0.134 1.927
17 C 1.865 5.226 2.377
18 C 0.853 -1.756 -6.527
19 C 2.317 1.850 1.427
20 C 1.925 -0.084 3.069
21 C -0.006 6.649 3.492
22 C 2.754 1.120 2.644
23 C -3.102 -5.331 1.977
24 C -0.049 -0.092 0.405
25 C 1.840 -2.776 -6.316
26 C 0.718 6.301 2.186
27 C 2.591 5.175 3.709
28 C -5.502 -4.177 -2.530
29 C 1.050 7.589 1.507
30 C -3.224 -3.064 2.024
31 C 2.503 -5.198 -1.465
32 C 3.177 -4.203 -0.716
33 C -0.953 -2.688 -2.839
34 C -1.297 -3.216 -1.428
35 C 2.670 -2.961 -1.076
36 C -2.674 -4.834 0.753
37 C -5.996 -2.843 -2.452
38 C 1.436 0.017 -0.010
39 C -1.570 2.807 0.686
40 C -5.053 -2.076 -1.787
41 C 0.541 -1.233 -5.289
42 C 2.088 -2.837 -4.957
43 B 0.049 4.295 1.442
44 H 2.612 -6.271 -1.386
45 H -0.511 0.729 -0.288
46 H -1.374 0.399 2.159
47 H 1.419 -0.071 -1.116
48 H 0.154 8.182 1.369
49 H 0.451 -1.406 -7.458
50 H 1.565 7.478 0.560
51 H 3.630 4.542 1.356
52 H 3.148 6.104 3.791
53 H 3.371 4.406 3.698
54 H -3.675 -5.062 -1.611
55 H -6.928 -2.476 -2.825
56 H 2.757 1.819 3.485
57 H 1.840 2.089 -0.625
58 H 2.904 2.732 1.308
59 H 2.135 -0.949 2.462
60 H -5.023 -1.028 -1.505
61 H -3.852 -4.230 3.782
62 H 0.146 0.835 3.836
63 H 3.791 0.765 2.549
64 H -2.369 1.987 0.576
65 H 1.216 -4.887 -3.264
66 H -0.401 -3.247 -0.781
67 H -0.834 -3.484 -3.597
68 H -3.180 -6.382 2.228
69 H 2.047 -0.780 0.447
70 H 2.963 -1.969 -0.785
71 H -0.253 5.778 4.123
72 H 2.790 -3.459 -4.421
73 H -3.395 -2.018 2.231
74 H 2.347 -3.321 -7.091
75 H 0.566 7.388 4.080
76 H 3.379 6.262 1.287
77 H -1.598 -4.280 -1.502
78 H 1.947 5.053 4.594
79 H -1.112 2.649 1.731
80 H 1.687 8.183 2.157
81 H -0.949 7.152 3.219
82 H 3.999 -4.352 -0.053
83 H -0.140 -0.446 -4.975
84 H -5.961 -5.008 -3.045
85 H 2.386 5.199 0.245
86 H -2.042 3.830 0.621
87 H 2.161 -0.405 4.081
88 H -1.708 -1.987 -3.221
89 H -0.475 -1.075 0.121
90 H -2.377 -5.386 -0.123

Here are the Löwdin charges for atoms 1 to 8, given in e: atom 1 (Mn): 0.472, atom 2 (P): 1.120, atom 3 (P): 0.984, atom 4 (O): 0.095, atom 5 (O): 0.148, atom 6 (N): -0.230, atom 7 (N): -0.220, atom 8 (N): -0.281